Record 1
{"formula": "C8H23BIO7", "method": "ωB97M-V/def2-TZVPD", "elements": ["C", "O", "H", "H", "H", "H", "H", "H", "H", "O", "C", "O", "H", "C", "H", "H", "H", "I", "O", "H", "H", "H", "B", "C", "H", "H", "O", "H", "H", "C", "H", "C", "O", "O", "H", "C", "H", "H", "H", "C"], "xyz": [[-0.94447, -0.52576, -1.37906], [-1.11321, -1.38980, -0.62000], [-0.04678, 1.36955, 1.05777], [3.16925, 2.25531, 4.65542], [-2.96451, -0.40914, -1.84589], [-1.64919, -3.27432, 0.34481], [0.61306, 4.09455, 1.44301], [-0.89287, -1.53479, -4.68464], [-2.97765, 1.50872, -3.62368], [3.46326, 0.53422, 3.59859], [0.14854, -0.54300, 3.62534], [-2.41666, -0.30120, -4.58736], [-0.08737, 1.19012, -5.97828], [-0.10741, 3.28159, 1.36857], [-0.15340, -5.15793, 1.82886], [4.08258, 0.19258, 2.94525], [0.50478, -4.04346, 0.60953], [1.12531, -0.09480, -1.83428], [0.60358, 2.08021, 1.11961], [-0.80049, 3.49308, 0.54945], [0.65769, 0.17637, -4.81155], [0.19918, -1.56946, 4.00249], [-2.04909, 0.68223, -3.56501], [-0.32994, 0.61005, -5.07818], [-2.24832, 1.14169, -1.35885], [1.15246, -0.19413, 3.37908], [-0.88006, 1.42805, -4.09378], [4.87418, 1.86131, 4.34399], [-0.66442, 3.20942, 2.30863], [3.86549, 1.85953, 3.91996], [-1.33727, -0.82904, -6.35069], [-1.22418, -0.67417, -5.27567], [-1.55914, -4.14396, 0.75370], [-0.69593, -0.48094, 2.48033], [-0.30885, -1.05402, 1.80741], [-0.27902, -4.18327, 1.35976], [3.84113, 2.49111, 3.02866], [-0.27029, 0.09974, 4.39733], [-0.19398, -3.40601, 2.12694], [-2.10599, 0.24977, -1.96759]], "forces_ev_per_a": [[-1.51, 2.10, -1.20], [0.16, -2.89, 2.22], [0.15, -0.08, 0.13], [-0.04, -0.06, -0.01], [-0.08, 0.01, 0.20], [-0.04, 0.01, -0.11], [0.03, -0.03, -0.01], [0.90, -0.21, -0.76], [-0.31, 0.06, 0.36], [0.13, -0.02, 0.13], [0.14, -0.10, -0.33], [0.20, -0.77, -0.61], [-0.63, -0.08, -0.25], [-0.07, -0.39, -0.07], [-0.04, 0.00, 0.00], [-0.16, 0.01, 0.00], [0.11, 0.01, 0.11], [0.34, 0.26, -0.16], [0.02, 0.19, 0.06], [-0.03, 0.15, 0.06], [0.04, 0.46, 0.31], [0.03, 0.04, 0.14], [-1.94, 2.22, -0.61], [1.52, -1.16, -0.10], [0.18, 0.17, -0.08], [0.03, 0.01, 0.15], [0.43, -1.23, 0.13], [-0.01, 0.14, 0.05], [-0.05, 0.15, 0.00], [0.10, -0.20, -0.26], [-0.40, -0.55, 0.12], [-0.60, 1.97, 1.37], [0.03, -0.05, 0.11], [-0.03, 0.01, -0.03], [-0.15, 0.09, -0.10], [-0.21, 0.21, -0.24], [-0.01, 0.12, 0.08], [-0.09, 0.00, -0.05], [0.15, -0.07, 0.06], [1.72, -0.49, -0.82]], "nbo_charge": [0.55, -0.61, 0.48, 0.18, 0.24, 0.49, 0.17, 0.15, -0.15, -0.72, -0.26, -0.73, 0.14, -0.24, 0.17, 0.47, 0.17, -0.05, -0.73, 0.17, 0.13, 0.15, 0.64, -0.08, 0.24, 0.20, -0.72, 0.15, 0.15, -0.25, 0.16, -0.10, -0.74, -0.74, 0.48, -0.24, 0.17, 0.17, 0.15, -0.81], "total_charge": -1, "e_tot_ev": -31778.9337, "molar_mass_g_mol": 368.981, "gap_ha": 0.2353, "homo_ev": -4.05}

Record 2
{"formula": "C4H7AlFN2O7S2", "method": "ωB97M-V/def2-TZVPD", "elements": ["H", "F", "N", "C", "S", "H", "O", "O", "O", "C", "H", "O", "C", "H", "H", "O", "H", "H", "N", "C", "O", "S", "Al", "O"], "xyz": [[0.71523, 3.12894, 1.31094], [-2.48333, -0.73112, -2.89816], [3.26509, -0.20525, 0.40972], [-0.10423, 2.47364, 1.59685], [-1.88064, 0.51392, -2.15200], [-0.71585, 2.29201, 0.71253], [0.70243, -1.81394, -0.07815], [-2.89708, 1.02135, -1.29029], [-0.45774, 0.14289, 2.83807], [-0.55073, -0.12606, -1.07209], [3.67571, -0.61088, -0.42341], [0.58893, 0.62772, -1.03624], [-1.49552, -3.02135, -0.19046], [3.59740, -0.73887, 1.20602], [0.63050, -1.69544, -2.04190], [-1.91982, -3.27829, 0.85876], [-0.73046, 2.91626, 2.37079], [-1.01964, -0.12973, -0.07071], [-1.17274, -2.60674, -1.30008], [-0.09856, -1.60409, -1.23229], [-1.39650, 1.42940, -3.12759], [0.59850, 0.92589, 2.19713], [1.42936, -0.22348, 0.35816], [1.71965, 1.31323, 3.05440]], "forces_ev_per_a": [[0.06, 0.00, 0.13], [0.26, 0.02, 0.04], [-0.78, -0.04, 0.04], [-0.24, -0.07, -0.23], [0.11, 1.93, 0.49], [-0.03, -0.15, 0.05], [-0.48, 0.72, 0.00], [-0.44, -0.63, 0.20], [-0.42, 0.23, -0.08], [0.12, -1.35, 0.48], [0.09, -0.05, 0.06], [0.02, 0.15, 0.03], [-0.47, 1.22, -0.04], [0.27, 0.17, 0.00], [-0.79, -0.05, -0.72], [0.13, -0.79, -0.26], [0.15, -0.07, 0.16], [-0.73, 0.08, -0.32], [0.33, -0.14, 0.53], [1.19, -0.40, 0.63], [0.40, -0.63, -0.61], [0.34, -0.18, 0.19], [0.87, -0.14, -0.89], [0.02, 0.18, 0.11]], "nbo_charge": [0.23, -0.47, -1.40, -0.87, 2.36, 0.24, -0.94, -0.93, -1.00, -0.19, 0.36, -0.88, 0.90, 0.37, 0.18, -0.49, 0.23, 0.21, -0.61, 0.23, -0.91, 1.65, 1.74, -1.00], "total_charge": -1, "e_tot_ev": -52564.1624, "molar_mass_g_mol": 305.221, "gap_ha": 0.3261, "homo_ev": -5.89}

Record 3
{"formula": "H18NO12", "method": "ωB97M-V/def2-TZVPD", "elements": ["H", "H", "H", "O", "H", "O", "H", "O", "O", "N", "O", "H", "H", "O", "H", "H", "H", "H", "H", "H", "O", "O", "H", "O", "O", "H", "H", "O", "H", "H", "O"], "xyz": [[2.44048, 0.55703, -0.90813], [-2.37952, -0.16697, -0.71913], [1.68348, -1.40897, 2.77587], [1.78248, -1.82597, 3.60387], [1.41948, 3.05803, -0.40513], [-0.12052, -3.56997, -0.75913], [1.57848, 1.85703, 0.28087], [2.66848, -0.32897, -1.15413], [-3.07952, 0.27003, -1.18913], [-0.22352, -0.25097, 0.57687], [-0.17452, 0.53803, -0.36913], [-1.35152, 2.97903, 1.58687], [-1.64152, 2.31303, 0.54187], [1.04248, -1.53097, -2.89113], [0.04448, -3.11597, -1.68613], [2.90248, -0.74497, -0.38713], [-1.22252, 2.38203, -2.11613], [-2.83252, 0.64903, -2.02813], [1.18448, -1.56397, 4.25687], [-1.56852, -0.74597, 2.50887], [-1.81652, 3.07203, 0.83787], [-2.00052, -0.42497, 3.13187], [-0.41552, -2.74197, -0.38813], [-0.42652, 2.19103, -2.59813], [1.98948, 2.30003, -0.39013], [-1.82752, -1.15897, 3.70687], [-0.24552, 1.43303, -2.11113], [-1.14852, -1.19097, 0.61187], [1.36948, -1.15897, -2.16413], [1.64148, -1.32597, -3.57513], [0.72748, -0.34397, 1.41887]], "forces_ev_per_a": [[-0.30, 1.10, 0.01], [1.03, -0.40, -0.05], [-1.01, 1.05, -1.19], [2.50, -2.17, 0.49], [-0.31, 0.91, -0.81], [0.68, 1.44, -3.50], [-1.58, -2.61, 2.99], [-0.37, 0.71, -3.16], [-1.81, 0.56, 0.11], [0.65, -3.78, 0.27], [-0.45, 0.24, 0.96], [2.46, 0.54, 4.98], [1.44, -9.87, -5.08], [-3.62, -3.10, -3.98], [-0.06, -1.91, 2.07], [0.88, -1.80, 3.15], [-0.94, 1.03, 0.06], [0.71, -0.27, -0.08], [-1.54, 1.04, 0.82], [6.03, -3.80, -10.29], [-3.90, 9.26, 0.06], [-5.74, 4.12, 9.00], [-0.58, 0.42, 1.38], [-0.61, 1.78, -1.24], [2.00, 1.82, -2.04], [-0.44, -0.33, 1.48], [1.52, -2.65, 1.07], [1.46, 2.61, -0.13], [2.40, 2.60, 4.92], [0.99, 0.32, -1.12], [-1.47, 1.14, -1.14]], "nbo_charge": [0.50, 0.50, 0.50, -0.97, 0.48, -0.97, 0.47, -0.96, -0.98, 0.71, -0.53, 0.45, 0.45, -0.96, 0.48, 0.47, 0.46, 0.47, 0.46, 0.45, -0.90, -0.91, 0.48, -0.94, -0.94, 0.45, 0.48, -0.59, 0.48, 0.46, -0.55], "total_charge": -1, "e_tot_ev": -26349.4312, "molar_mass_g_mol": 224.139, "gap_ha": 0.3747, "homo_ev": -7.20}

Record 4
{"formula": "C20H16BrF4N2", "method": "ωB97M-V/def2-TZVPD", "elements": ["H", "H", "H", "H", "H", "H", "C", "H", "N", "Br", "C", "C", "C", "H", "H", "F", "H", "C", "H", "H", "C", "C", "C", "F", "C", "C", "C", "C", "N", "C", "F", "H", "C", "C", "H", "H", "C", "C", "C", "H", "C", "F", "C"], "xyz": [[3.06365, 3.17286, -4.29681], [-0.20809, -0.22040, -1.71966], [-1.84688, -3.52344, 2.26801], [4.51094, 3.02740, -3.26964], [2.72901, 5.14252, -3.08412], [-2.90977, 0.53039, -0.26511], [1.10014, -3.07791, 3.95112], [-5.81261, -2.46523, -1.40017], [2.72522, 3.24852, -2.23196], [2.85525, 3.84095, 0.91963], [-4.39368, -0.88513, -0.94248], [0.39004, 0.58145, -1.28165], [-3.20915, -0.51295, -0.33508], [-2.07857, -3.68084, 0.41039], [0.69100, 1.95900, 1.66602], [2.43131, -1.10473, 4.07102], [1.32204, 1.12227, -3.14257], [-3.99180, -3.17453, -0.44861], [-1.11358, 0.00178, 1.02744], [0.85169, -0.13151, 2.20737], [1.88534, 2.46640, -1.49186], [0.86394, 1.82479, 0.60388], [-0.53694, -1.78095, 1.99926], [-4.43240, -4.48126, -0.42348], [-1.28603, -1.06652, 1.04036], [-0.89005, -3.06550, 2.52109], [1.73012, 2.66595, -0.08111], [0.61390, -1.13346, 2.55301], [0.24829, 0.77811, 0.03026], [-2.39060, -1.51162, 0.27778], [-5.17057, 0.08666, -1.52856], [3.38261, 1.64372, -3.41359], [1.37396, -1.77954, 3.50403], [-2.75063, -2.88280, 0.09719], [2.22494, 5.13600, -1.36951], [1.72116, -3.56608, 4.69087], [3.45826, 2.73032, -3.37210], [1.21712, 1.36410, -2.08181], [-0.03794, -3.68897, 3.41601], [3.94180, 4.90785, -1.82475], [-4.84641, -2.20741, -0.97507], [-0.32667, -4.97442, 3.82251], [2.90061, 4.68412, -2.09756]], "forces_ev_per_a": [[0.15, -0.22, 0.00], [0.29, 0.04, 0.07], [0.52, 0.01, 0.24], [-0.20, -0.16, -0.07], [-0.11, -0.08, 0.26], [-0.18, -0.15, -0.11], [-0.41, 0.51, -0.63], [0.19, 0.02, 0.05], [-0.01, -0.17, 0.07], [-0.48, -0.37, -0.15], [-0.67, 0.76, -0.54], [0.63, 0.47, -0.30], [0.21, -0.25, 0.46], [-0.41, 0.18, -0.25], [0.15, 0.08, 0.05], [-1.23, -0.90, -0.77], [-0.08, 0.29, 0.42], [-0.26, -1.23, 0.32], [-0.03, -0.28, -0.10], [0.20, -0.34, 0.16], [0.68, 0.31, 0.08], [0.49, -0.07, -0.64], [1.00, -0.82, 1.15], [0.68, 1.66, -0.25], [-1.33, 0.10, 1.11], [0.10, 0.18, -0.31], [-0.36, -0.45, -0.33], [-0.60, -0.10, -0.29], [0.04, 0.98, -0.35], [-0.63, -0.61, -1.28], [0.92, -1.23, 0.78], [0.16, 0.15, -0.05], [0.83, 0.43, 0.72], [-0.15, 0.30, 0.16], [0.11, -0.18, -0.22], [-0.04, -0.01, -0.05], [-0.28, 0.04, -0.13], [-0.43, -0.23, 0.54], [-0.14, -1.05, 0.42], [-0.27, 0.07, 0.09], [0.46, 0.36, 0.13], [0.24, 1.71, -0.42], [0.24, 0.26, -0.01]], "nbo_charge": [0.20, 0.19, 0.25, 0.21, 0.20, 0.26, -0.23, 0.28, -0.41, 0.10, 0.39, 0.05, -0.17, 0.25, 0.20, -0.30, 0.24, 0.40, 0.28, 0.25, 0.22, 0.02, -0.06, -0.30, 0.14, -0.22, -0.16, -0.19, -0.54, -0.15, -0.30, 0.21, 0.40, -0.20, 0.22, 0.28, -0.41, -0.29, 0.40, 0.21, -0.22, -0.30, -0.41], "total_charge": 1, "e_tot_ev": -104883.3224, "molar_mass_g_mol": 440.258, "gap_ha": 0.1776, "homo_ev": -10.95}